1.
Formula: C30H63InNO18S2
Source: the Open Molecules 2025 dataset
Level of theory: ωB97M-V/def2-TZVPD

```
115
C30H63InNO18S2 | the Open Molecules 2025 dataset | ωB97M-V/def2-TZVPD
C 0.5675 -2.2488 1.7540
C -0.8005 -2.1942 0.9614
C -0.8798 -3.3829 -0.0360
C 0.0165 -3.0651 -1.2702
N -0.6624 -2.2178 -2.2562
C 0.1886 -1.1228 -2.7713
C 1.5489 -1.5605 -3.4065
C 2.6240 -0.5117 -3.0012
C 2.9020 -0.4641 -1.4583
In 1.9689 1.3352 -0.4157
C -1.2983 -2.9631 -3.2963
S -0.6168 -4.1169 -4.2541
S -3.0714 -2.5363 -3.5725
C -3.9724 -3.0004 -2.0453
C -3.9567 -1.9239 -0.9099
C -5.3121 -1.1764 -0.7032
H 0.4421 -2.0338 2.8229
H 1.0358 -3.2454 1.6092
H 1.2581 -1.5386 1.2627
H -0.7734 -1.2376 0.4072
H -1.6163 -2.2208 1.7032
H -1.9196 -3.4853 -0.4140
H -0.6459 -4.3565 0.4338
H 0.4034 -4.0201 -1.6766
H 0.9053 -2.5037 -0.9248
H -0.3954 -0.6342 -3.5788
H 0.2833 -0.3724 -1.9706
H 1.8409 -2.6022 -3.2065
H 1.4487 -1.4787 -4.5113
H 3.5835 -0.7741 -3.5005
H 2.3569 0.5069 -3.3459
H 3.9990 -0.3183 -1.3409
H 2.6702 -1.4124 -0.9323
H 0.6775 0.7464 0.7266
H 3.1349 2.2551 0.5739
H 1.1304 2.3245 -1.6585
H -3.5841 -3.9500 -1.6319
H -5.0176 -3.2183 -2.3352
H -3.0961 -1.2446 -1.0366
H -3.7463 -2.4640 0.0382
H -5.4354 -0.9670 0.3767
H -5.2095 -0.1820 -1.1753
H -6.1810 -1.7234 -1.0990
C -6.6817 -2.8198 2.5968
O -7.4784 -1.6465 2.7672
C -7.4493 -1.1416 3.9976
O -6.8325 -1.5809 4.9292
O -8.2255 -0.0594 4.0148
C -8.2891 0.5946 5.2829
H -6.7827 -3.1360 1.5613
H -5.6317 -2.6035 2.7922
H -7.0337 -3.6233 3.2433
H -7.3024 0.9454 5.5852
H -8.7075 -0.0700 6.0384
H -8.9461 1.4541 5.1696
C -7.8461 1.7897 1.5431
O -7.1573 2.9704 1.1263
C -7.7443 4.1023 1.5044
O -8.7592 4.1952 2.1401
O -7.0069 5.1182 1.0549
C -7.5227 6.4032 1.3915
H -7.2792 0.9346 1.1818
H -7.8991 1.7386 2.6252
H -8.8451 1.7541 1.1085
H -7.5610 6.5319 2.4730
H -8.5104 6.5488 0.9544
H -6.8429 7.1427 0.9749
C -5.4526 -1.5799 7.4848
O -4.8797 -2.5956 8.3176
C -5.7619 -3.4670 8.7952
O -6.9447 -3.4630 8.5911
O -5.1016 -4.3524 9.5465
C -5.9336 -5.3532 10.1258
H -4.6423 -0.9311 7.1581
H -5.9220 -2.0152 6.6086
H -6.1709 -0.9826 8.0483
H -6.4254 -5.9414 9.3513
H -6.6716 -4.9040 10.7901
H -5.2912 -6.0094 10.7087
C 5.2209 5.9150 2.4482
O 5.7738 5.3381 3.6306
C 5.3344 4.1008 3.8750
O 4.5571 3.4891 3.2059
O 5.9175 3.6676 4.9975
C 5.5289 2.3473 5.3692
H 5.6438 6.9127 2.3477
H 5.4908 5.3286 1.5707
H 4.1378 5.9989 2.5306
H 5.8105 1.6313 4.5977
H 4.4570 2.3002 5.5590
H 6.0591 2.1010 6.2870
C 4.3058 -2.1806 -6.6309
O 5.7122 -2.3484 -6.8243
C 6.4377 -1.2866 -6.4770
O 6.0149 -0.2543 -6.0405
O 7.7225 -1.5723 -6.7030
C 8.6126 -0.5107 -6.3684
H 3.8202 -3.1012 -6.9470
H 4.0774 -2.0102 -5.5789
H 3.9283 -1.3613 -7.2423
H 8.5501 -0.2764 -5.3059
H 8.4005 0.3735 -6.9692
H 9.6233 -0.8459 -6.5903
C 8.8366 3.8602 -7.2352
O 9.9447 3.1087 -7.7349
C 11.1340 3.6303 -7.4405
O 11.3303 4.6355 -6.8172
O 12.0718 2.8366 -7.9618
C 13.4046 3.2801 -7.7193
H 7.9275 3.3430 -7.5328
H 8.8654 3.9109 -6.1475
H 8.8257 4.8612 -7.6652
H 13.6125 3.3093 -6.6501
H 13.5726 4.2590 -8.1677
H 14.0739 2.5613 -8.1866
```

total charge	-1
highest occupied orbital energy	-4.52	eV



2.
Formula: C5H4O
Source: the Open Molecules 2025 dataset
Level of theory: ωB97M-V/def2-TZVPD

```
10
C5H4O | the Open Molecules 2025 dataset | ωB97M-V/def2-TZVPD
O 1.9979 -0.0980 -0.0241
C 0.8005 -0.0868 -0.0309
C 0.0327 1.2186 0.0551
C -1.2347 0.8442 -0.0131
C -1.3876 -0.6879 -0.0889
C -0.1925 -1.2013 0.1094
H 0.4852 2.1433 -0.0615
H -2.0776 1.5109 0.0908
H -2.4129 -1.1539 -0.0121
H -0.0887 -2.2366 -0.0137
```

SMILES	O=C1C=CC=C1
highest occupied orbital energy	-9.62	eV



3.
Formula: C2H10N3
Source: the Open Molecules 2025 dataset
Level of theory: ωB97M-V/def2-TZVPD

```
15
C2H10N3 | the Open Molecules 2025 dataset | ωB97M-V/def2-TZVPD
N 1.7620 -1.3263 1.7383
H 1.9573 -2.2219 1.3007
H 1.5941 -1.4223 2.7338
H 2.6020 -0.7674 1.6195
H 0.5554 -0.9399 1.2453
C -0.5045 1.5552 -2.0070
N -0.1720 0.5568 -1.0030
C -1.0030 0.0991 -0.0837
N -0.6234 -0.6108 0.9326
H -0.0408 2.5100 -1.7729
H -0.1581 1.2644 -3.0005
H -1.5883 1.6427 -2.0658
H 0.7971 0.4198 -0.7810
H -2.0527 0.3681 -0.1743
H -1.3159 -0.9753 1.5672
```

total charge	+1
highest occupied orbital energy	-14.08	eV



4.
Formula: C5H11NO
Source: the Open Molecules 2025 dataset
Level of theory: ωB97M-V/def2-TZVPD

```
18
C5H11NO | the Open Molecules 2025 dataset | ωB97M-V/def2-TZVPD
C 1.5687 0.7345 -1.1195
C 0.8354 -0.2037 -0.2065
C 1.4635 -1.0271 0.8795
N 0.4652 -0.0140 1.1239
C -0.7343 -0.0474 1.6744
C -1.8560 -0.2982 -0.6286
O -2.0257 1.1191 -0.5456
H 0.8837 1.2624 -1.7941
H 2.2474 0.1473 -1.7470
H 2.1643 1.4753 -0.5748
H -0.4045 -0.5810 -0.5602
H 2.4484 -0.7675 1.2775
H 1.1804 -2.0745 0.9998
H -0.8599 -0.6649 2.5616
H -1.4215 0.7603 1.4559
H -1.9561 -0.6183 -1.6785
H -2.6917 -0.7376 -0.0815
H -1.3071 1.5353 -1.0362
```

highest occupied orbital energy (spin up / spin down)	-6.93 / -6.93	eV



Calculated F_max, 1.6; 3.2; 1.5; 0.4 eV/A (same order as the records).
Calculated total energy, -3576.3847; -268.0924; -246.2449; -326.8856 Eh (same order as the records).